Below is 2 unconnected molecules or ions with the total composition C4H6F2S in a non-equilibrium geometry, with properties calculated with ωB97M-V with the def2-TZVPD basis set.

Summary:
**Strongest force on any atom**: 0.1086 hartree/bohr
**Energy above the lowest of the compared OMol25 structures with the same formula, charge and spin**: 94.7 kcal per mole
**Total energy**: -753.75946 hartree

Each line ends with the Löwdin charge.
Atoms and positions in Å:
C: -1.083 0.564 -1.353  -0.03
C: -0.721 0.204 -0.155  -0.16
C: -1.246 -0.176 1.142  -0.10
C: 1.713 0.181 0.019  -0.74
F: 1.970 1.509 0.025  0.00
F: 1.711 -0.083 1.423  -0.08
S: 2.510 -0.862 -1.129  0.80
H: -0.347 0.294 -2.117  0.05
H: -2.102 0.972 -1.624  0.09
H: -1.985 0.596 1.344  0.09
H: -1.580 -1.178 1.115  0.07
H: -0.507 -0.169 1.948  0.07
H: 1.666 -1.853 -0.638  -0.07